Formula: C5H24N2O6
Source: the Open Molecules 2025 dataset
Level of theory: the ωB97M-V functional and the def2-TZVPD basis

Output
HOMO level = -8.5 eV
SMILES = C[C@H](CO)NCCN.O.O.O.O.O
LUMO level = 0.1996 eV
spin multiplicity = 1
electronic energy = -765.790965 hartree
energy above the lowest of the compared OMol25 structures with the same formula, charge and spin = 54.74 kcal per mole

Bonds (Å) are listed after each position.
Positions of all 37 atoms, in Å:
1 C -1.558 0.936 -0.831  C2 1.532, H9 1.083, H10 1.097, H11 1.088
2 C -0.579 -0.135 -0.338  C1 1.532, C3 1.558, N5 1.476, H12 1.094
3 C -1.172 -1.059 0.768  C2 1.558, O4 1.449, H13 1.083, H14 1.088
4 O -0.727 -2.403 0.463  C3 1.449, H15 0.979
5 N 0.544 0.570 0.313  C2 1.476, C6 1.473, H16 1.007
6 C 1.284 1.468 -0.590  N5 1.473, C7 1.541, H17 1.089, H18 1.093
7 C 1.050 2.948 -0.231  C6 1.541, N8 1.451, H19 1.100, H20 1.097
8 N 0.708 3.911 -1.262  C7 1.451, H21 1.012, H22 1.006
9 H -2.572 0.640 -1.068  C1 1.083
10 H -1.730 1.655 -0.021  C1 1.097
11 H -1.151 1.506 -1.663  C1 1.088
12 H -0.326 -0.772 -1.191  C2 1.094
13 H -2.248 -1.175 0.797  C3 1.083
14 H -0.768 -0.753 1.730  C3 1.088
15 H 0.004 -2.582 1.090  O4 0.979
16 H 1.204 -0.069 0.725  N5 1.007
17 H 2.355 1.309 -0.710  C6 1.089
18 H 0.815 1.357 -1.571  C6 1.093
19 H 1.804 3.389 0.436  C7 1.100
20 H 0.282 3.016 0.550  C7 1.097
21 H 1.474 4.064 -1.905  N8 1.012
22 H -0.121 3.666 -1.776  N8 1.006
23 O -4.062 -1.119 -0.853  H24 0.961, H25 0.969
24 H -4.459 -1.448 -0.042  O23 0.961
25 H -3.122 -0.991 -0.655  O23 0.969
26 O 1.809 1.353 3.346  H27 0.964, H28 0.967
27 H 2.137 0.626 3.888  O26 0.964
28 H 1.141 0.907 2.809  O26 0.967
29 O 1.974 -1.934 -0.261  H30 0.967, H31 0.963
30 H 1.174 -1.993 -0.801  O29 0.967
31 H 2.383 -2.802 -0.344  O29 0.963
32 O 0.510 -1.762 -2.900  H33 0.962, H34 0.963
33 H 0.506 -2.619 -3.337  O32 0.962
34 H 0.506 -1.103 -3.602  O32 0.963
35 O 0.517 -2.642 2.802  H36 0.961, H37 0.961
36 H 0.645 -3.590 2.891  O35 0.961
37 H -0.231 -2.375 3.344  O35 0.961

Formula: C5H24N2O7
Source: the Open Molecules 2025 dataset
Level of theory: the ωB97M-V functional and the def2-TZVPD basis

Output
HOMO level = -9.0 eV
SMILES = CNCCNCC=O.O.O.O.O.O.O
LUMO level = 0.2224 eV
spin multiplicity = 1
electronic energy = -840.982388 hartree
energy above the lowest of the compared OMol25 structures with the same formula, charge and spin = 103.69 kcal per mole

Bonds (Å) are listed after each position.
Positions of all 38 atoms, in Å:
1 C 1.723 -1.851 -1.481  N2 1.448, H9 1.053, H10 1.121, H11 1.075
2 N 1.805 -0.428 -1.736  C1 1.448, C3 1.519, H12 1.058
3 C 0.777 0.146 -2.695  N2 1.519, C4 1.601, H13 1.081, H14 1.218
4 C -0.135 1.285 -2.035  C3 1.601, N5 1.446, H15 1.171, H16 1.132
5 N -0.748 0.867 -0.794  C4 1.446, C6 1.498, H17 1.051
6 C -1.419 1.923 0.030  N5 1.498, C7 1.594, H18 1.092, H19 1.083
7 C -2.416 1.247 1.075  C6 1.594, O8 1.191, H20 1.035
8 O -1.985 1.494 2.158  C7 1.191
9 H 1.755 -2.115 -0.462  C1 1.053
10 H 0.905 -2.373 -2.042  C1 1.121
11 H 2.612 -2.354 -1.814  C1 1.075
12 H 1.658 0.082 -0.820  N2 1.058
13 H 0.246 -0.594 -3.277  C3 1.081
14 H 1.353 0.850 -3.505  C3 1.218
15 H -0.987 1.463 -2.818  C4 1.171
16 H 0.460 2.242 -1.923  C4 1.132
17 H -0.134 0.294 -0.162  N5 1.051
18 H -2.070 2.421 -0.691  C6 1.092
19 H -0.798 2.741 0.373  C6 1.083
20 H -3.258 0.750 0.736  C7 1.035
21 O 2.217 2.628 0.784  H22 1.026, H23 0.972
22 H 1.732 1.871 1.280  O21 1.026
23 H 1.548 3.330 0.857  O21 0.972
24 O -2.892 -0.643 -0.829  H25 0.940, H26 0.941
25 H -1.974 -0.464 -0.921  O24 0.940
26 H -3.218 -0.988 -1.642  O24 0.941
27 O -1.219 -2.683 -0.102  H28 0.975, H29 0.967
28 H -0.612 -1.921 -0.147  O27 0.975
29 H -2.062 -2.222 0.005  O27 0.967
30 O 3.248 -0.026 1.061  H31 0.951, H32 0.919
31 H 3.771 -0.412 0.368  O30 0.951
32 H 3.318 0.872 0.875  O30 0.919
33 O 0.439 -0.328 1.441  H34 1.018, H35 1.040
34 H 1.318 -0.123 1.913  O33 1.018
35 H -0.178 0.051 2.187  O33 1.040
36 O -0.249 -2.696 2.492  H37 0.983, H38 0.961
37 H -0.765 -2.961 1.698  O36 0.983
38 H 0.335 -1.978 2.231  O36 0.961

Formula: C5H24NO8
Source: the Open Molecules 2025 dataset
Level of theory: the ωB97M-V functional and the def2-TZVPD basis

Output
HOMO level = -13.6 eV
net charge = +1
LUMO level = -2.6843 eV
spin multiplicity = 1
electronic energy = -861.372254 hartree
energy above the lowest of the compared OMol25 structures with the same formula, charge and spin = 28.44 kcal per mole

Bonds (Å) are listed after each position.
Positions of all 38 atoms, in Å:
1 C 2.701 -1.999 1.546  C2 1.567, H9 1.115, H10 1.087, H11 1.146
2 C 1.515 -1.474 0.667  C1 1.567, C3 1.547, N8 1.499, H12 1.124
3 C 0.755 -0.297 1.323  C2 1.547, C4 1.522, H13 1.085, H14 1.107
4 C -0.760 -0.360 1.187  C3 1.522, C5 1.483, H15 1.081, H16 1.114
5 C -1.326 0.763 1.974  C4 1.483, O6 1.398, O7 1.191
6 O -1.647 1.835 1.137  C5 1.398, H17 0.974
7 O -1.741 0.774 3.090  C5 1.191
8 N 2.041 -0.980 -0.647  C2 1.499, H18 1.082, H19 1.091, H20 1.018
9 H 2.651 -1.581 2.579  C1 1.115
10 H 3.724 -1.769 1.260  C1 1.087
11 H 2.442 -3.112 1.630  C1 1.146
12 H 0.767 -2.300 0.522  C2 1.124
13 H 1.217 0.640 1.029  C3 1.085
14 H 0.886 -0.397 2.417  C3 1.107
15 H -1.132 -0.367 0.173  C4 1.081
16 H -1.038 -1.339 1.641  C4 1.114
17 H -2.288 2.437 1.556  O6 0.974
18 H 1.497 -1.466 -1.446  N8 1.082
19 H 1.786 0.078 -0.735  N8 1.091
20 H 3.049 -1.090 -0.743  N8 1.018
21 H -0.556 -0.949 -2.619  O23 0.968
22 H -0.850 -1.827 -1.388  O23 0.965
23 O -0.131 -1.435 -1.897  H21 0.968, H22 0.965
24 H -3.137 0.610 -3.454  O26 0.964
25 H -3.309 0.089 -1.966  O26 0.971
26 O -2.675 0.273 -2.679  H24 0.964, H25 0.971
27 H 0.426 4.288 1.031  O29 0.966
28 H -0.156 2.738 0.833  O29 0.971
29 O 0.493 3.424 0.604  H27 0.966, H28 0.971
30 H -0.192 1.653 -3.293  O32 0.967
31 H -1.397 1.236 -2.459  O32 1.013
32 O -0.402 1.413 -2.380  H30 0.967, H31 1.013
33 H 1.835 1.912 -1.743  O35 0.994
34 H 1.842 2.272 -0.322  O35 0.979
35 O 2.267 1.607 -0.901  H33 0.994, H34 0.979
36 H -0.272 -4.022 -1.016  O38 0.967
37 H -1.432 -4.495 -0.245  O38 0.978
38 O -0.937 -3.667 -0.411  H36 0.967, H37 0.978

Formula: C5H25N2O6
Source: the Open Molecules 2025 dataset
Level of theory: the ωB97M-V functional and the def2-TZVPD basis

Output
HOMO level = -12.7 eV
net charge = +1
LUMO level = -2.9137 eV
spin multiplicity = 1
electronic energy = -766.141091 hartree
energy above the lowest of the compared OMol25 structures with the same formula, charge and spin = 84.71 kcal per mole

Bonds (Å) are listed after each position.
Positions of all 38 atoms, in Å:
1 N -0.871 2.199 0.489  C2 1.544, H9 1.037, H10 1.065, H11 1.099
2 C -1.134 0.677 0.463  N1 1.544, C3 1.473, H12 1.143, H13 1.137
3 C -0.087 0.097 -0.396  C2 1.473, N4 1.516, H14 1.101, H15 1.050
4 N 0.191 -1.297 0.129  C3 1.516, C5 1.496, C6 1.613
5 C 1.509 -1.335 0.836  N4 1.496, H16 1.077, H17 1.097, H18 1.096
6 C 0.369 -2.161 -1.221  N4 1.613, C7 1.554, H19 1.210, H20 1.166
7 C -0.895 -3.063 -1.303  C6 1.554, O8 1.426, H21 1.121, H22 1.040
8 O -2.051 -2.273 -1.574  C7 1.426, H23 1.017
9 H -1.362 2.505 1.349  N1 1.037
10 H -1.187 2.738 -0.373  N1 1.065
11 H 0.206 2.419 0.482  N1 1.099
12 H -2.172 0.424 0.058  C2 1.143
13 H -1.116 0.328 1.545  C2 1.137
14 H -0.342 0.208 -1.462  C3 1.101
15 H 0.802 0.655 -0.439  C3 1.050
16 H 2.174 -0.710 0.264  C5 1.077
17 H 1.403 -0.955 1.860  C5 1.097
18 H 1.794 -2.389 0.745  C5 1.096
19 H 1.326 -2.896 -1.131  C6 1.210
20 H 0.662 -1.524 -2.153  C6 1.166
21 H -0.783 -3.785 -2.154  C7 1.121
22 H -1.004 -3.584 -0.411  C7 1.040
23 H -1.947 -1.285 -1.792  O8 1.017
24 H -2.263 0.341 3.971  O26 0.918
25 H -1.785 -0.829 3.257  O26 0.930
26 O -1.487 -0.066 3.697  H24 0.918, H25 0.930
27 H -1.477 -2.126 1.109  O29 0.985
28 H -3.005 -2.284 0.662  O29 0.985
29 O -2.409 -2.115 1.427  H27 0.985, H28 0.985
30 H 2.522 2.345 -0.306  O32 1.017
31 H 2.173 3.593 0.465  O32 0.891
32 O 1.774 2.860 0.152  H30 1.017, H31 0.891
33 H -0.643 3.727 -2.882  O35 1.071
34 H 0.527 3.595 -1.854  O35 0.970
35 O -0.399 3.314 -1.925  H33 1.071, H34 0.970
36 H 4.118 1.132 -1.129  O38 0.921
37 H 3.527 0.598 0.221  O38 0.972
38 O 3.343 0.919 -0.678  H36 0.921, H37 0.972

Formula: C5H25NO6S
Source: the Open Molecules 2025 dataset
Level of theory: the ωB97M-V functional and the def2-TZVPD basis

Output
HOMO level = -8.9 eV
SMILES = CN[C@H](C)CCS.O.O.O.O.O.O
LUMO level = -0.0176 eV
spin multiplicity = 1
electronic energy = -1109.782153 hartree
energy above the lowest of the compared OMol25 structures with the same formula, charge and spin = 42.92 kcal per mole

Bonds (Å) are listed after each position.
Positions of all 38 atoms, in Å:
1 C 3.456 -0.807 0.346  N2 1.480, H8 1.153, H9 1.163, H10 1.092
2 N 2.198 -1.378 0.877  C1 1.480, C3 1.408, H11 1.118
3 C 1.036 -0.625 0.623  N2 1.408, C4 1.583, C5 1.661, H12 1.160
4 C 0.879 0.619 1.589  C3 1.583, H13 1.122, H14 1.152, H15 1.119
5 C -0.395 -1.467 0.642  C3 1.661, C6 1.507, H16 1.199, H17 1.054
6 C -0.301 -2.763 -0.121  C5 1.507, S7 1.805, H18 1.027, H19 1.152
7 S -1.722 -3.855 -0.338  C6 1.805, H20 1.282
8 H 3.399 0.126 -0.329  C1 1.153
9 H 4.046 -1.539 -0.340  C1 1.163
10 H 4.104 -0.609 1.202  C1 1.092
11 H 2.354 -1.396 1.984  N2 1.118
12 H 1.182 -0.140 -0.420  C3 1.160
13 H 1.829 1.026 2.026  C4 1.122
14 H 0.200 0.476 2.508  C4 1.152
15 H 0.251 1.354 1.026  C4 1.119
16 H -1.204 -0.658 0.283  C5 1.199
17 H -0.626 -1.618 1.659  C5 1.054
18 H 0.509 -3.234 0.299  C6 1.027
19 H 0.183 -2.433 -1.114  C6 1.152
20 H -2.330 -3.314 -1.329  S7 1.282
21 O -2.072 2.657 -0.448  H22 0.916, H23 1.015
22 H -2.152 3.547 -0.248  O21 0.916
23 H -2.576 2.400 -1.291  O21 1.015
24 O -2.073 1.610 -2.830  H25 0.981, H26 0.970
25 H -1.125 1.499 -2.606  O24 0.981
26 H -2.006 2.106 -3.661  O24 0.970
27 O 2.667 -3.783 -1.736  H28 0.977, H29 0.985
28 H 2.831 -2.828 -1.610  O27 0.977
29 H 2.054 -3.961 -0.987  O27 0.985
30 O -1.909 2.932 2.311  H31 0.982, H32 0.926
31 H -2.806 2.537 2.261  O30 0.982
32 H -1.568 2.523 1.553  O30 0.926
33 O 0.316 2.657 -2.156  H34 0.997, H35 1.002
34 H 0.320 3.367 -1.456  O33 0.997
35 H 1.118 2.191 -1.777  O33 1.002
36 O -3.273 0.769 1.546  H37 0.933, H38 0.985
37 H -4.120 0.805 1.158  O36 0.933
38 H -2.670 1.206 0.902  O36 0.985

Formula: C5H25NO8
Source: the Open Molecules 2025 dataset
Level of theory: the ωB97M-V functional and the def2-TZVPD basis

Output
HOMO level = -8.7 eV
SMILES = C=C(N)CCCO.O.O.O.O.O.O.O
LUMO level = 0.1966 eV
spin multiplicity = 1
electronic energy = -862.048967 hartree
energy above the lowest of the compared OMol25 structures with the same formula, charge and spin = 115.99 kcal per mole

Bonds (Å) are listed after each position.
Positions of all 39 atoms, in Å:
1 C -1.960 -1.716 0.871  C2 1.339, H8 1.037, H9 1.077
2 C -2.353 -0.507 0.448  C1 1.339, N3 1.426, C4 1.455
3 N -3.378 -0.311 -0.525  C2 1.426, H10 1.010, H11 0.981
4 C -1.644 0.701 0.842  C2 1.455, C5 1.506, H12 1.115, H13 1.152
5 C -1.628 2.138 0.392  C4 1.506, C6 1.588, H14 1.116, H15 1.092
6 C -0.190 2.738 0.694  C5 1.588, O7 1.423, H16 1.051, H17 1.139
7 O 0.688 2.211 -0.295  C6 1.423, H18 1.106
8 H -1.287 -2.005 1.606  C1 1.037
9 H -2.480 -2.638 0.673  C1 1.077
10 H -3.599 0.622 -0.839  N3 1.010
11 H -4.100 -0.963 -0.650  N3 0.981
12 H -1.752 0.951 1.923  C4 1.115
13 H -0.544 0.361 0.881  C4 1.152
14 H -1.898 2.255 -0.685  C5 1.116
15 H -2.318 2.767 0.959  C5 1.092
16 H 0.139 2.639 1.687  C6 1.051
17 H 0.026 3.848 0.555  C6 1.139
18 H 1.129 1.223 -0.067  O7 1.106
19 O 1.424 -1.371 -2.337  H20 0.946, H21 0.963
20 H 1.823 -1.179 -3.173  O19 0.946
21 H 0.489 -1.487 -2.535  O19 0.963
22 O -1.740 -1.651 -2.391  H23 0.984, H24 1.037
23 H -1.093 -1.087 -2.872  O22 0.984
24 H -2.033 -1.111 -1.556  O22 1.037
25 O 1.202 -2.751 1.929  H26 0.997, H27 0.958
26 H 0.349 -2.662 2.438  O25 0.997
27 H 0.855 -3.423 1.340  O25 0.958
28 O 0.619 1.382 3.916  H29 0.987, H30 0.929
29 H 0.040 0.642 4.220  O28 0.987
30 H 0.067 2.108 3.742  O28 0.929
31 O 2.139 1.047 -3.530  H32 0.972, H33 0.975
32 H 1.303 1.206 -3.998  O31 0.972
33 H 1.901 0.975 -2.587  O31 0.975
34 O 1.028 -0.819 0.093  H35 0.987, H36 1.046
35 H 0.989 -1.274 -0.783  O34 0.987
36 H 0.953 -1.597 0.789  O34 1.046
37 O 3.907 -0.351 0.380  H38 0.933, H39 0.954
38 H 4.004 0.228 1.106  O37 0.933
39 H 3.207 0.081 -0.103  O37 0.954